Computed, not measured: C29H28FFeN10O5S3Te as an isolated structure, with the ωB97M-V functional and the def2-TZVPD basis.

CARTESIAN COORDINATES (ANGSTROEM)
Te 4.579 -2.038 2.834
Fe 2.329 -1.925 1.478
S 3.344 -3.250 5.748
S -1.469 -3.385 1.574
S 0.824 -1.503 3.305
F -1.620 3.444 0.655
O 0.831 -4.609 -1.660
O 1.726 -0.053 0.738
O 3.769 -1.881 -0.123
O 1.257 -2.579 -1.118
O 4.751 -1.198 -2.024
N 0.017 -5.904 0.264
N -5.254 1.159 0.586
N 1.888 -4.696 3.023
N 1.537 1.044 -3.151
N -2.841 3.436 3.190
N 1.586 -4.098 0.418
N 1.172 -5.524 2.178
N -4.575 2.639 -3.283
N 1.203 -3.759 -0.848
N -2.358 3.805 -1.932
C 4.940 -1.301 5.863
C -3.565 3.422 -1.220
C 4.622 -1.627 7.212
C 0.932 -5.146 0.911
C 4.324 -2.097 4.934
C 1.491 1.386 -4.566
C 2.160 2.719 -4.870
C -2.288 0.986 2.592
C -1.669 -1.722 1.963
C 0.818 1.275 -0.894
C -0.410 2.437 -2.609
C 2.539 0.228 -2.707
C -2.616 4.144 -3.304
C -2.593 2.343 2.923
C -2.821 -1.080 1.479
C -1.125 0.375 3.067
C 0.659 1.599 -2.241
C -1.213 3.020 -1.641
C -4.238 2.237 -1.863
C 3.864 -1.182 -1.164
C 3.759 -2.676 7.310
C -0.914 2.787 -0.287
C -3.142 0.239 1.757
C 1.801 0.286 -0.448
C 0.032 1.881 0.084
C -3.338 3.018 -4.056
C -0.754 -0.942 2.752
C 2.717 -0.194 -1.435
C -4.311 0.786 1.140
H -5.080 1.894 -3.757
H 2.400 -5.236 3.703
H 0.452 1.379 -4.901
H 0.467 -6.128 2.579
H -3.644 3.314 -5.058
H 2.108 2.940 -5.937
H -5.195 3.450 -3.238
H -1.690 4.377 -3.826
H 5.015 -1.098 8.070
H -3.353 3.167 -0.202
H 0.204 1.640 1.126
H -0.446 0.955 3.680
H 1.687 3.534 -4.321
H -2.732 2.115 -4.105
H 1.282 -3.989 3.446
H -0.562 2.674 -3.651
H -4.249 4.279 -1.190
H 3.232 -0.132 -3.458
H -3.240 5.046 -3.331
H 1.989 0.580 -5.102
H 3.209 2.686 -4.576
H -0.211 -5.593 -0.669
H 3.349 -3.125 8.200
H -3.490 -1.663 0.858
H -0.745 -6.230 0.834
H 5.601 -0.495 5.576
H -5.154 1.949 -1.356
H -3.562 1.383 -1.923

Force components x, y, z for each atom (eV/Å):
0.5 0.0 0.2
0.0 -0.4 -0.2
0.0 -0.1 -0.1
0.0 0.0 0.0
-0.6 0.0 0.2
0.3 0.1 -0.2
0.3 0.2 -0.5
0.4 -0.2 0.2
-0.1 0.1 0.1
-0.1 0.1 0.0
-0.1 -0.1 0.1
0.0 -0.3 0.2
0.0 0.1 0.2
-0.1 0.4 0.1
0.0 0.0 0.0
-0.1 0.0 0.1
0.1 0.2 -0.1
0.0 -0.2 -0.1
0.2 0.1 -0.2
-0.2 0.2 0.1
0.5 0.2 0.0
0.0 0.0 0.0
-0.3 0.2 -0.2
0.0 0.0 0.0
-0.2 -0.2 0.2
-0.1 0.1 0.0
0.0 0.0 0.0
0.0 0.0 0.0
0.0 0.0 0.1
0.0 -0.2 0.1
0.2 0.0 -0.1
0.2 0.2 -0.1
0.0 -0.1 -0.1
-0.2 -0.2 0.0
0.0 -0.2 0.2
-0.1 0.0 -0.1
0.0 -0.1 -0.1
0.0 0.0 0.1
-0.3 -0.1 0.1
-0.1 0.0 -0.3
0.0 0.1 -0.3
0.0 0.0 0.0
0.0 -0.2 -0.1
0.0 0.1 0.0
-0.3 -0.1 -0.1
-0.1 0.3 0.0
-0.1 0.0 0.0
0.2 0.1 -0.2
0.1 0.1 0.1
0.1 -0.1 0.2
0.0 0.0 0.0
0.1 0.0 0.0
0.0 0.0 0.0
0.0 0.1 0.0
0.0 0.0 0.0
0.0 0.0 0.0
-0.1 -0.1 0.0
0.0 0.1 0.0
0.0 0.0 0.0
0.0 0.0 0.4
0.0 0.0 0.0
0.0 0.0 0.0
0.0 0.0 0.0
0.0 0.0 0.0
0.0 0.0 0.0
-0.1 -0.1 0.0
0.0 0.0 0.0
0.0 0.0 0.0
0.0 0.0 0.0
0.0 0.0 0.0
0.0 0.0 0.0
-0.1 -0.1 0.1
0.0 0.0 0.0
0.0 0.0 0.0
0.0 0.0 0.1
0.0 0.0 0.0
0.0 0.0 0.0
-0.1 -0.1 0.0

As for the spin multiplicity: 5. Its calculated total energy is -132567.3309 eV. As for the charge: -1. Its LUMO energy (alpha / beta) is 0.005 / 0.005 Eh. Its orbital gap (alpha / beta) is 3.23 / 3.45 eV. The expectation value of S² is 6.014.

---

Computed, not measured: C29H28I2N3O4PS2Ta as an isolated structure, with the ωB97M-V functional and the def2-TZVPD basis.

CARTESIAN COORDINATES (ANGSTROEM)
Ta -1.009 0.477 -0.053
I 2.753 -2.484 -1.503
I 3.820 -4.427 -2.945
S -1.952 2.814 0.155
S -0.746 2.173 1.701
P -2.125 -1.889 0.119
O -1.021 2.514 -0.982
O -2.722 3.977 0.222
O -2.748 1.424 0.049
O 0.496 0.284 -1.156
N 2.266 1.458 -2.050
N 2.752 1.762 -3.285
N 0.157 -0.676 1.405
C 3.612 3.043 1.582
C 0.158 -5.327 -1.795
C -1.387 -1.775 4.634
C -2.807 -2.449 2.805
C 3.766 1.686 1.322
C 1.194 0.673 -2.238
C -4.762 -1.076 0.154
C -1.901 -1.887 1.906
C -6.112 -1.241 -0.090
C 0.969 0.471 -3.578
C 3.339 1.156 0.111
C -3.859 -2.057 -0.274
C -0.750 -1.275 2.403
C -4.314 -3.199 -0.937
C -1.134 -3.314 -2.017
C -2.541 -2.391 4.165
C 2.748 2.007 -0.812
C 2.582 3.363 -0.568
C 3.984 2.535 -3.475
C 3.030 3.880 0.639
C 0.169 -5.188 -0.416
C -0.484 -4.387 -2.597
C -5.671 -3.350 -1.175
C -0.493 -4.123 0.179
C 2.291 1.305 -5.668
C -0.473 -1.208 3.752
C 1.995 1.175 -4.219
C -1.153 -3.192 -0.623
C -6.565 -2.374 -0.758
H 0.198 -0.115 -4.046
H 0.693 -1.404 0.914
H 2.925 4.937 0.841
H -0.517 -4.045 1.260
H -6.029 -4.235 -1.683
H 3.522 0.116 -0.136
H -7.622 -2.498 -0.950
H 3.969 3.455 2.517
H 0.849 -0.088 1.873
H 0.682 -5.913 0.201
H 1.497 0.845 -6.250
H -3.627 -3.972 -1.255
H 2.109 4.002 -1.304
H 2.373 2.352 -5.958
H -1.660 -2.602 -2.644
H -0.487 -4.503 -3.673
H 4.571 2.486 -2.563
H -4.428 -0.198 0.692
H 4.542 2.080 -4.288
H -6.815 -0.489 0.242
H 3.229 0.806 -5.916
H 3.740 3.568 -3.713
H 4.261 1.048 2.043
H -3.239 -2.827 4.867
H -3.711 -2.920 2.439
H 0.427 -0.732 4.124
H -1.192 -1.733 5.697
H 0.653 -6.173 -2.254

Force components x, y, z for each atom (eV/Å):
0.9 -0.1 -0.2
0.0 0.1 0.0
0.0 -0.1 0.0
-0.4 -0.6 0.1
-0.1 0.3 0.1
-0.4 0.2 -0.1
0.0 -0.1 -0.1
0.1 0.1 0.0
0.0 0.5 0.1
-0.3 -0.2 -0.4
0.0 -0.1 -0.1
0.1 -0.1 0.0
0.1 -0.2 0.3
0.0 0.0 0.0
0.0 0.0 0.0
0.0 0.0 0.0
0.0 0.0 0.0
0.0 0.0 0.0
-0.2 0.3 0.2
0.0 0.0 0.0
0.1 0.0 0.1
0.0 0.0 0.0
0.2 0.0 0.0
0.1 0.0 0.0
0.0 0.0 0.0
0.0 0.1 -0.1
0.0 0.0 0.0
0.0 0.0 0.0
0.0 0.0 0.0
-0.1 0.0 0.0
0.0 0.0 0.1
-0.1 0.0 0.0
0.0 0.0 0.0
0.0 0.0 0.0
0.0 0.0 0.0
0.0 0.0 0.0
0.0 0.0 0.0
0.0 0.0 0.0
-0.1 0.0 0.0
0.0 0.0 0.0
0.1 0.0 0.0
0.0 0.0 0.0
0.0 0.0 0.0
0.0 0.0 0.0
0.0 0.0 0.0
0.0 0.0 0.0
0.0 0.0 0.0
0.0 0.0 0.0
0.0 0.0 0.0
0.0 0.0 0.0
0.1 -0.1 0.0
0.0 0.0 0.0
0.0 0.0 0.0
0.0 0.0 0.0
0.0 0.0 0.0
0.0 0.0 0.0
0.0 0.0 0.0
0.0 0.0 0.0
0.0 0.0 0.0
0.0 0.0 0.0
0.0 0.0 0.0
0.0 0.0 0.0
0.0 0.0 0.0
0.0 0.0 0.0
0.0 0.0 0.0
0.0 0.0 0.0
0.0 0.0 0.0
0.0 0.0 0.0
0.0 0.0 0.0
0.0 0.0 0.0

As for the spin multiplicity: 1. Its calculated total energy is -91876.7851 eV. As for the charge: +3. Its LUMO energy is -0.390 Eh. Its orbital gap is 5.54 eV.

---

Energy relative to the best compared isomer or geometry (same formula, charge and spin)? In order: 0.0; 106.2 kJ/mol.